{"formula": "C7H7F", "method": "wB97M-V/def2-TZVPD", "e_above_lowest_ev": 4.416, "smiles": "C#C/C=C(/F)C1CC1", "homo_ev": -8.9867, "lumo_energy_ev": 1.048, "molar_mass_g_mol": 110.13, "spin_multiplicity": 1, "orbital_gap_ev": 10.0346, "elements": ["F", "C", "C", "C", "C", "C", "C", "C", "H", "H", "H", "H", "H", "H", "H"], "xyz": [[2.0958, -0.3242, -0.8081], [0.9158, -0.0740, -0.4201], [-0.6362, -1.6013, 0.7107], [0.7180, 1.1520, -0.0340], [-0.5086, 1.7018, 0.6436], [-1.3735, -1.1581, -0.6457], [0.0569, -1.2822, -0.4734], [-1.4468, 2.1955, 1.2923], [-1.7399, -0.1646, -0.5974], [-2.3788, 2.8770, 1.3501], [0.6469, -2.0913, -0.9721], [-0.7562, -2.6870, 0.8023], [1.5723, 1.9248, -0.1069], [-0.5413, -0.7335, 1.5118], [-2.0188, -1.8096, -1.1557]], "atomic_forces_ev_per_a": [[3.98, -1.12, -1.61], [-2.55, -0.64, 0.19], [-2.54, 0.96, 1.63], [-1.35, 4.47, 2.17], [-0.63, 0.25, 0.57], [-0.01, 0.69, 2.38], [3.87, -0.10, -3.03], [0.36, 0.55, -2.35], [-0.29, 0.74, -0.05], [2.12, -1.76, 0.33], [-0.74, 0.69, 0.27], [0.05, 0.68, 1.19], [-1.41, -1.57, 0.11], [-0.66, -2.68, -1.24], [-0.22, -1.15, -0.55]], "nbo_charge": [-0.2987, 0.4879, -0.4066, -0.4036, -0.0382, -0.4052, -0.3401, -0.2836, 0.2282, 0.2640, 0.2328, 0.2322, 0.2520, 0.2546, 0.2244]}


{"formula": "C21H53NO12", "method": "wB97M-V/def2-TZVPD", "e_above_lowest_ev": 0.000, "smiles": "C[N+](=O)[O-].COCCOC.COCCOC.COCCOC.COCCOC.COCCOC", "homo_ev": -8.9849, "lumo_energy_ev": 0.259, "molar_mass_g_mol": 511.65, "spin_multiplicity": 1, "orbital_gap_ev": 9.2438, "elements": ["O", "O", "O", "O", "O", "O", "O", "O", "O", "O", "O", "O", "N", "C", "C", "C", "C", "C", "C", "C", "C", "C", "C", "C", "C", "C", "C", "C", "C", "C", "C", "C", "C", "C", "H", "H", "H", "H", "H", "H", "H", "H", "H", "H", "H", "H", "H", "H", "H", "H", "H", "H", "H", "H", "H", "H", "H", "H", "H", "H", "H", "H", "H", "H", "H", "H", "H", "H", "H", "H", "H", "H", "H", "H", "H", "H", "H", "H", "H", "H", "H", "H", "H", "H", "H", "H", "H"], "xyz": [[-19.8932, 26.4488, -30.7186], [-21.5186, 24.3914, -26.1808], [-18.4093, 16.7055, -28.5901], [-17.3737, 17.6354, -31.2937], [-17.2506, 28.7628, -31.4971], [-22.2301, 20.0915, -27.9067], [-20.6269, 20.1275, -29.3659], [-22.6878, 19.7698, -20.8085], [-22.6882, 16.8331, -32.1873], [-19.8357, 22.9164, -24.4114], [-21.7841, 17.6984, -35.5695], [-23.8827, 21.1040, -23.1751], [-21.1757, 20.4989, -28.3509], [-17.8792, 16.3175, -31.4142], [-20.9958, 24.9330, -24.9852], [-24.4828, 21.0813, -21.8976], [-18.7204, 22.1276, -24.7560], [-18.0341, 18.4546, -30.3400], [-23.5464, 20.8598, -20.7158], [-16.8703, 29.6122, -32.5638], [-18.0212, 18.0235, -28.8699], [-22.5720, 17.8226, -34.3900], [-22.7414, 21.9186, -23.2642], [-22.6423, 25.0969, -26.6085], [-22.1297, 18.6141, -36.5701], [-19.8015, 16.4930, -28.4450], [-20.2035, 25.7301, -29.5624], [-21.9905, 17.6429, -31.2823], [-20.5124, 21.5901, -27.5895], [-23.2776, 18.5096, -21.0464], [-19.6871, 24.2969, -24.5770], [-18.4025, 27.9944, -31.7731], [-22.0448, 16.7409, -33.4609], [-18.8156, 27.3390, -30.4718], [-20.5558, 22.4898, -28.1965], [-20.2096, 15.6513, -29.0118], [-25.2672, 20.3226, -21.9582], [-22.5783, 17.7409, -20.7279], [-20.9659, 21.7402, -26.6180], [-19.4821, 21.2674, -27.4447], [-16.1292, 30.2655, -32.1025], [-17.6395, 30.2770, -32.9732], [-21.0071, 17.2066, -31.0382], [-23.4975, 24.9840, -25.9282], [-21.1692, 25.2318, -29.6671], [-19.2830, 24.7947, -23.6882], [-17.3573, 15.7663, -32.1940], [-21.6916, 18.3303, -37.5279], [-18.5439, 18.7282, -28.2158], [-23.2065, 18.6916, -36.7580], [-25.0213, 22.0292, -21.7511], [-17.6689, 19.4645, -30.5019], [-17.7387, 15.7697, -30.4835], [-18.1481, 22.5679, -25.5789], [-22.5028, 22.1845, -24.2896], [-18.2388, 27.2208, -32.5288], [-19.9596, 16.2523, -27.3891], [-21.6727, 18.6499, -31.5892], [-16.4675, 29.0233, -33.3913], [-19.4796, 24.9538, -29.2954], [-23.6424, 17.6720, -34.5549], [-23.4512, 18.3838, -22.1173], [-18.9499, 24.5626, -25.3513], [-21.8961, 21.4548, -22.7491], [-19.0794, 18.4516, -30.6918], [-22.4531, 18.8471, -34.0146], [-16.9764, 18.1491, -28.5592], [-20.9604, 16.6756, -33.3802], [-21.7403, 19.6112, -36.3291], [-22.5399, 17.7373, -30.3474], [-17.9648, 26.7877, -30.0504], [-24.2044, 18.4231, -20.4721], [-19.1349, 28.0770, -29.7277], [-22.9765, 21.7862, -20.6492], [-22.9950, 24.8276, -27.6015], [-21.7236, 24.7889, -24.1759], [-18.9409, 16.3968, -31.6841], [-20.8543, 26.0092, -25.1355], [-22.8795, 22.8821, -22.7453], [-24.2091, 20.7199, -19.8501], [-20.3466, 26.3798, -28.6891], [-20.4348, 17.3372, -28.7292], [-18.0404, 22.0194, -23.9043], [-22.4621, 26.1819, -26.6272], [-22.4563, 15.8075, -33.8564], [-19.2153, 28.6731, -32.0572], [-19.0508, 21.1327, -25.0486]], "atomic_forces_ev_per_a": [[0.24, 0.07, -0.07], [0.59, -0.46, -0.31], [-0.18, -0.11, -0.44], [1.25, -0.02, 0.40], [-0.43, 0.04, -0.30], [0.17, -0.28, -0.36], [-0.08, -0.24, -0.13], [1.08, -0.02, -0.05], [0.30, 0.48, -0.21], [-0.28, -0.24, -0.25], [-0.56, -0.39, -0.16], [0.06, -0.20, -0.30], [-0.45, 0.54, 0.62], [-0.26, 0.19, 0.26], [-0.47, -0.01, 0.47], [-0.52, -0.08, -0.49], [0.46, 0.12, 0.31], [-2.01, -0.88, -0.94], [-1.06, 0.09, -0.44], [0.46, 0.09, 0.43], [1.55, 0.62, -0.03], [1.12, 0.42, -0.25], [0.24, 0.61, 0.86], [-0.94, 1.01, 0.32], [0.05, 0.56, -0.41], [-0.46, -0.08, 0.68], [-0.83, -0.29, 0.69], [1.28, 0.13, 0.72], [0.61, -0.11, 0.20], [-0.10, 0.41, -0.13], [0.49, 0.65, -0.83], [-0.39, 0.38, 0.65], [-1.68, -0.42, 0.43], [0.04, -0.42, 0.12], [0.02, -0.02, 0.01], [0.62, -0.11, -0.26], [0.18, -0.14, 0.01], [0.06, 0.06, 0.12], [-0.37, -0.03, -0.13], [0.02, 0.16, -0.23], [0.28, -0.09, -0.45], [-0.44, -0.31, 0.30], [-0.24, -0.36, 0.06], [0.09, -0.27, 0.09], [0.05, 0.00, -0.44], [-0.32, -0.09, 0.29], [0.15, 0.42, -0.21], [0.22, -0.27, 0.21], [-0.43, 0.18, -0.36], [-0.08, -0.09, 0.30], [0.14, 0.10, 0.29], [0.23, 0.06, 0.36], [-0.27, -0.08, -0.09], [-0.10, 0.02, -0.08], [-0.08, -0.48, -0.18], [0.06, 0.12, -0.16], [-0.29, 0.13, -0.02], [-0.75, 0.04, -0.53], [0.21, 0.10, -0.03], [0.31, 0.13, -0.16], [0.00, -0.13, -0.25], [-0.31, -0.08, 0.01], [-0.02, -0.48, -0.16], [0.19, -0.11, -0.35], [-0.14, 0.31, 0.30], [0.06, -0.09, 0.35], [0.03, -0.54, 0.17], [0.07, 0.26, -0.06], [-0.15, 0.06, 0.06], [-0.22, -0.06, -0.15], [0.04, 0.03, -0.04], [-0.11, -0.21, -0.10], [0.13, 0.16, -0.07], [0.40, -0.32, 0.56], [0.43, -0.46, -0.04], [-0.09, 0.09, -0.01], [-0.04, -0.36, 0.13], [0.15, 0.07, 0.23], [-0.26, 0.01, -0.03], [0.09, 0.37, 0.20], [0.27, 0.16, -0.02], [0.32, 0.28, 0.10], [0.01, 0.01, 0.00], [0.24, -0.03, -0.09], [0.54, -0.10, -0.13], [-0.02, -0.19, -0.42], [-0.17, 0.03, 0.07]], "lowdin_charge": [-0.1713, -0.1940, -0.1936, -0.1784, -0.1889, 0.0824, 0.0518, -0.1822, -0.1729, -0.1827, -0.1870, -0.1698, -0.4318, -0.0919, -0.2074, -0.2214, -0.1051, -0.1932, -0.2341, -0.1116, -0.2085, -0.2007, -0.1144, -0.1275, -0.1307, -0.0949, -0.1394, -0.1355, 0.0475, -0.0929, -0.2097, -0.2097, -0.1798, -0.2115, 0.0981, 0.0897, 0.1205, 0.0868, 0.0805, 0.0877, 0.0884, 0.0857, 0.0504, 0.0924, 0.0837, 0.1310, 0.0882, 0.0849, 0.1079, 0.0864, 0.1258, 0.1282, 0.0816, 0.0881, 0.0762, 0.1336, 0.0891, 0.0843, 0.0876, 0.0868, 0.1284, 0.0922, 0.1250, 0.0903, 0.0948, 0.1249, 0.1263, 0.1219, 0.0875, 0.0898, 0.1304, 0.0912, 0.1289, 0.1169, 0.0872, 0.1224, 0.0729, 0.1274, 0.0888, 0.1277, 0.0842, 0.0677, 0.0916, 0.0867, 0.1305, 0.1294, 0.0821]}


{"formula": "C4H8N2OS", "method": "wB97M-V/def2-TZVPD", "e_above_lowest_ev": 1.483, "smiles": "[H]/N=C(/N)S[C@H]1C[C@H]1O", "homo_ev": -9.2746, "lumo_energy_ev": 0.680, "molar_mass_g_mol": 132.19, "spin_multiplicity": 1, "orbital_gap_ev": 9.9543, "elements": ["S", "O", "N", "N", "C", "C", "C", "C", "H", "H", "H", "H", "H", "H", "H", "H"], "xyz": [[-1.2721, 0.3733, -0.2544], [0.8517, 1.2132, -2.3868], [-0.4466, -1.1956, 1.8250], [-2.2985, -1.8486, 0.5478], [-1.2604, -1.0497, 0.8649], [0.3571, 1.1794, 0.1163], [1.2436, 1.4089, -1.0893], [1.5535, 0.3023, -0.0713], [-2.2387, -2.7581, 0.9676], [2.3791, 0.5704, 0.6055], [1.4979, -0.7639, -0.3086], [0.2320, 1.9290, 0.9320], [1.8089, 2.3376, -1.0053], [-2.7971, -1.7625, -0.3104], [0.3178, 0.4035, -2.4104], [0.0717, -0.3392, 1.9774]], "atomic_forces_ev_per_a": [[0.95, 0.69, 0.04], [-0.35, -0.63, -0.32], [-0.63, -0.49, 0.10], [0.10, -1.07, 0.72], [0.58, 1.86, -0.32], [-2.47, -0.35, 0.17], [0.33, 0.14, 1.47], [1.39, 1.04, -0.08], [-0.33, -0.25, 0.08], [-0.26, -0.41, -0.38], [-0.34, 0.51, 0.03], [0.53, -0.70, -0.75], [0.10, -0.40, -0.09], [0.07, 0.06, -0.40], [0.03, 0.22, -0.14], [0.32, -0.21, -0.13]], "nbo_charge": [0.1267, -0.6800, -0.7339, -0.8181, 0.3248, -0.4001, 0.1115, -0.4687, 0.4015, 0.2271, 0.2452, 0.2387, 0.1953, 0.3999, 0.4773, 0.3527]}


{"formula": "C25H28AuN6", "method": "wB97M-V/def2-TZVPD", "charge": 1, "homo_ev": -10.4079, "lumo_energy_ev": -2.438, "molar_mass_g_mol": 609.51, "spin_multiplicity": 1, "orbital_gap_ev": 7.9697, "elements": ["Au", "N", "N", "N", "N", "N", "N", "C", "C", "C", "C", "C", "C", "C", "C", "C", "C", "C", "C", "C", "C", "C", "C", "C", "C", "C", "C", "C", "C", "C", "C", "C", "H", "H", "H", "H", "H", "H", "H", "H", "H", "H", "H", "H", "H", "H", "H", "H", "H", "H", "H", "H", "H", "H", "H", "H", "H", "H", "H", "H"], "xyz": [[0.7159, -0.7597, -1.0555], [2.3130, -0.2722, 3.1044], [-1.2809, -4.4127, -0.7885], [1.2525, 2.0045, -1.7324], [2.9349, -0.4997, -0.5813], [2.7078, 2.9577, -0.3517], [1.3612, 0.6999, 1.3511], [3.4029, -0.5267, 0.8083], [-0.7522, -3.6315, -2.0276], [-0.8779, 4.8263, -0.7159], [1.5732, 3.7265, -0.2689], [-1.1340, -1.0620, -1.7730], [1.2083, 0.4554, 3.6270], [2.3382, -0.0097, 1.7769], [-2.3883, -5.2658, -1.2228], [0.0249, 5.4182, 0.2059], [0.6726, 3.1388, -1.1979], [-0.4402, 1.2555, 5.0680], [0.6507, 1.0409, 2.5038], [-2.7044, -2.4164, -3.0590], [0.7058, 0.5179, 4.9048], [-0.5734, 1.7849, 2.6321], [-3.5074, -1.3081, -3.3416], [-1.9001, 0.0446, -2.1521], [1.2570, 4.8796, 0.4509], [2.4256, 1.8919, -1.1681], [-1.0169, 1.8547, 3.9548], [-1.6347, -3.5272, 0.3451], [-3.0704, -0.0865, -2.8852], [3.3676, 0.7387, -1.3939], [-0.6211, 3.6556, -1.3782], [-1.5300, -2.3588, -2.2678], [1.1371, 0.0331, 5.7894], [3.1011, -0.6305, 3.6055], [4.4058, 0.8772, -1.1044], [-3.0118, -4.5853, -1.7593], [-2.9283, -3.4029, -3.4783], [-1.5727, 0.9997, -1.8114], [-0.7554, -4.3159, -2.8378], [3.6434, -1.5403, 1.0559], [-1.7963, 5.3545, -0.7937], [-0.5090, -5.0234, -0.4607], [3.2101, 0.4278, -2.4349], [3.5252, 2.9784, 0.2190], [-2.8773, -5.6929, -0.3480], [-1.2679, 3.1834, -2.0719], [1.9208, 5.2699, 1.2076], [4.3024, 0.0973, 0.9009], [-1.0938, 2.2207, 1.7949], [0.2354, -3.3304, -1.7542], [-4.3029, -1.4314, -3.9592], [-1.9587, 2.3959, 4.1673], [-3.6685, 0.8468, -2.9820], [-1.8601, -4.0678, 1.2950], [-2.0884, -6.0704, -1.8854], [-0.8855, -2.7292, 0.4744], [-0.3164, 6.3089, 0.6911], [-0.9243, 1.3601, 6.0159], [-2.5083, -2.9189, 0.0902], [3.3640, -1.3689, -0.9975]], "atomic_forces_ev_per_a": [[0.50, -0.08, 0.49], [-0.26, 0.54, 0.40], [1.45, -0.52, 0.01], [0.22, -0.51, -0.07], [0.08, -0.78, -1.09], [0.02, -0.95, -0.01], [-0.76, 0.93, 0.30], [-0.74, 1.02, 0.61], [-0.52, 1.56, 1.41], [0.28, 0.33, 0.84], [-0.52, 0.14, -0.77], [0.58, -1.53, -0.95], [1.59, -1.05, -0.57], [1.03, -0.73, -1.09], [-0.54, -0.36, 0.55], [-0.47, -0.48, -0.73], [0.46, -0.15, 0.91], [0.40, -0.11, -0.75], [-2.16, 0.94, -0.66], [0.71, -0.66, 0.33], [0.01, -0.19, 1.41], [1.75, -1.23, 1.41], [2.92, -0.57, 1.41], [-0.08, -1.22, 0.39], [0.34, -0.41, 0.16], [0.04, 0.73, -0.13], [-1.98, 1.18, -0.81], [-0.61, 1.19, 0.84], [-0.68, 1.59, 0.62], [-1.13, -1.51, 0.53], [1.51, 0.39, 0.18], [-1.33, 1.36, -0.48], [0.11, 0.06, -0.64], [0.04, -0.15, 0.36], [0.14, 0.66, -0.44], [-0.95, 0.09, -0.19], [-0.30, 0.40, -0.11], [0.06, 0.58, 0.07], [-0.08, -0.62, -0.71], [0.29, -0.59, 0.25], [-0.82, 0.06, -0.38], [-0.44, 0.51, -0.31], [0.51, 0.20, 0.21], [0.20, 0.34, 0.37], [-0.14, 0.10, -0.12], [-0.70, -0.18, -0.46], [0.11, 0.19, -0.05], [0.03, -0.20, 0.13], [0.02, 0.10, -0.05], [0.84, 0.02, 0.07], [-2.41, -0.16, -1.53], [0.59, -0.23, -0.36], [0.36, -0.89, -0.42], [0.45, 0.08, -0.97], [0.42, 0.07, -0.03], [0.21, -0.73, 0.02], [0.07, 0.33, 0.34], [-0.04, 0.01, 0.41], [-0.11, -0.50, -0.21], [-0.59, 1.60, 0.09]], "nbo_charge": [0.4438, -0.5580, -0.3404, -0.4940, -0.6428, -0.5206, -0.4986, -0.2638, -0.2315, -0.2151, 0.0845, -0.3128, 0.1367, 0.3805, -0.4211, -0.2027, 0.1633, -0.2081, 0.0790, -0.1916, -0.2495, -0.1883, -0.2350, -0.1828, -0.2202, 0.3643, -0.2182, -0.4594, -0.1950, -0.2648, -0.2312, -0.1691, 0.2271, 0.4171, 0.2045, 0.2362, 0.1913, 0.2021, 0.2223, 0.2182, 0.2164, 0.4247, 0.2528, 0.4138, 0.2276, 0.2221, 0.2212, 0.2004, 0.2378, 0.2400, 0.2189, 0.2165, 0.2213, 0.2345, 0.2310, 0.2652, 0.2205, 0.2252, 0.2498, 0.4037]}